{
  "formula": "H2N5O2",
  "method": "ωB97M-V/def2-TZVPD",
  "species": ["O", "N", "N", "N", "N", "N", "O", "H", "H"],
  "coordinates": [[-0.788, -2.378, -0.233], [-0.406, -1.279, 0.345], [-1.066, -0.223, -0.133], [-0.521, 1.057, 0.026], [0.834, 1.310, -0.064], [1.603, 0.283, 0.002], [2.829, 0.314, -0.036], [-1.843, -0.321, -0.932], [-0.642, 1.238, 1.026]],
  "gap_ev": [7.209, 7.210],
  "fmax_ev_per_a": 4.5,
  "e_tot_ev": -11572.183,
  "total_charge": -1,
  "de_lowest_ev": 1.9851,
  "smiles": "O=NNN/N=N/[O-]"
}

***

{
  "formula": "H2NO2S",
  "method": "ωB97M-V/def2-TZVPD",
  "species": ["N", "O", "O", "S", "H", "H"],
  "coordinates": [[-0.798, -0.420, -0.203], [0.019, 0.028, -0.989], [-0.693, 0.890, 1.295], [0.483, 1.919, 0.915], [-0.398, -1.226, 0.537], [0.666, 1.150, -0.229]],
  "gap_ev": 6.464,
  "fmax_ev_per_a": 2.9,
  "e_tot_ev": -16449.399,
  "total_charge": -1,
  "de_lowest_ev": 4.0578
}

***

{
  "formula": "H2NO2S",
  "method": "ωB97M-V/def2-TZVPD",
  "species": ["N", "O", "O", "S", "H", "H"],
  "coordinates": [[0.995, 0.427, -0.547], [1.622, 0.306, 0.583], [-0.477, -0.446, -0.452], [-1.744, 0.288, 0.228], [1.489, -0.101, -1.351], [-1.885, -0.473, 1.539]],
  "gap_ev": [4.443, 6.915],
  "spin_multiplicity": 3,
  "fmax_ev_per_a": 5.3,
  "e_tot_ev": -16447.264,
  "total_charge": -1,
  "de_lowest_ev": 2.9210
}